1) Entry from OMol25: a 2-piece molecular cluster, C6H12N2 overall (ωB97M-V/def2-TZVPD).

Results
E_LUMO = 0.9 eV
Structure (SMILES) = Cc1c[nH]cn1.CC
HOMO = -8.602 eV
Kohn-Sham gap = 9.5 eV

Each line ends with the Löwdin charge.
Geometry (Å):
1 H 1.79 -2.48 0.11  0.11
2 C 0.90 2.77 -0.30  -0.16
3 C 0.90 -1.92 -0.16  -0.20
4 H 1.32 3.78 -0.22  0.06
5 H -2.28 0.59 -0.33  0.07
6 C -1.81 0.40 0.64  -0.04
7 H 1.34 2.24 -1.13  0.05
8 H -1.28 -0.67 -2.02  0.11
9 H 2.05 2.07 1.50  0.06
10 N 0.34 -1.19 0.77  0.07
11 C 1.03 2.16 1.13  -0.16
12 H -2.48 0.19 1.46  0.07
13 N 0.13 -1.97 -1.29  0.05
14 H -0.15 3.05 -0.46  0.05
15 H 0.35 -2.50 -2.11  0.14
16 H 0.51 2.90 1.72  0.06
17 H 0.59 1.16 1.13  0.01
18 C -0.79 -0.64 0.23  -0.34
19 C -0.88 -1.03 -1.09  -0.08
20 H -1.39 1.37 0.91  0.04


2) Entry from OMol25: a 2-piece molecular cluster, C6H12N2 overall (ωB97M-V/def2-TZVPD).

Results
E_LUMO (alpha / beta) = -0.6 / -0.6 eV
HOMO (alpha / beta) = -8.186 / -8.187 eV
Kohn-Sham gap (alpha / beta) = 7.6 / 7.6 eV

Each line ends with the Löwdin charge.
Geometry (Å):
1 H -2.37 -0.46 -0.40  0.11
2 C 1.11 0.58 1.38  -0.17
3 C 1.34 -0.82 1.67  -0.56
4 H -1.42 1.38 -2.07  0.10
5 H 0.72 0.94 0.25  0.12
6 H 1.41 -2.68 2.05  0.03
7 H -1.94 0.65 0.89  0.09
8 H 0.31 -1.73 -0.80  0.08
9 C -1.56 -0.16 0.27  -0.05
10 C -0.40 0.29 -0.57  -0.39
11 H -0.10 -0.89 -2.31  0.10
12 N 2.39 -0.03 1.46  0.13
13 N 0.75 -1.93 1.87  0.08
14 H 0.65 1.30 2.06  0.12
15 C -0.64 1.57 -1.34  -0.07
16 H 1.40 -0.50 -1.43  0.10
17 H -1.29 -1.01 0.90  0.07
18 C 0.34 -0.77 -1.32  -0.05
19 H 0.25 1.89 -1.88  0.09
20 H -0.98 2.37 -0.69  0.09


Energies relative to the most stable structure, in hartree: 1) 0.0000; 2) 0.1361.


1) Entry from OMol25: a 2-piece molecular cluster, C5H14N2 overall (ωB97M-V/def2-TZVPD).

Results
E_LUMO = 1.1 eV
Structure (SMILES) = N/C=C/N.CCC
HOMO = -7.417 eV
Kohn-Sham gap = 8.6 eV

Each line ends with the Löwdin charge.
Geometry (Å):
1 H -0.19 2.99 -0.32  0.07
2 N 1.93 -0.96 -0.84  0.02
3 H -2.41 -0.66 -0.91  0.07
4 H -2.39 1.73 -0.03  0.10
5 H 2.12 -0.14 -1.39  0.06
6 N 0.17 -0.96 2.46  0.01
7 C -1.82 0.10 -1.43  -0.13
8 H 0.11 -2.19 0.74  0.11
9 H -0.06 -1.74 3.05  0.07
10 H 0.92 -0.50 2.95  0.07
11 C 0.58 -1.31 1.16  -0.24
12 H 1.22 -1.49 -1.32  0.06
13 C -0.54 2.24 -1.02  -0.13
14 H -0.91 2.75 -1.92  0.07
15 C -1.53 1.23 -0.48  -0.32
16 H 1.97 0.20 0.98  0.11
17 H -2.39 0.39 -2.32  0.07
18 H -1.04 0.74 0.37  0.07
19 H -0.92 -0.40 -1.79  0.05
20 C 1.50 -0.63 0.47  -0.24
21 H 0.38 1.72 -1.35  0.05


2) Entry from OMol25: C5H14N2 as an isolated structure (ωB97M-V/def2-TZVPD).

Results
E_LUMO = 0.5 eV
HOMO = -8.074 eV
Kohn-Sham gap = 8.6 eV

Each line ends with the Löwdin charge.
Geometry (Å):
1 H -0.85 -0.66 -0.15  0.12
2 C 0.72 -1.24 -1.38  -0.20
3 C 0.18 -0.62 4.11  -0.08
4 H -1.76 1.72 0.29  0.06
5 H 0.92 -1.42 3.99  0.01
6 N -0.14 -0.57 0.78  0.08
7 H 0.75 0.30 4.29  0.00
8 C 0.11 1.38 -0.93  -0.19
9 H 1.16 2.07 -1.03  0.17
10 H 0.18 -0.54 -3.39  0.04
11 H -0.47 -0.65 3.16  0.01
12 C 0.25 -0.09 -0.45  -0.40
13 H 0.38 -2.19 -0.88  0.11
14 H 1.82 -1.28 -1.46  0.11
15 H -0.32 2.47 0.92  0.09
16 H -1.05 -1.11 -2.45  0.08
17 H -1.26 3.09 -0.68  0.06
18 C -0.86 2.27 -0.06  -0.12
19 H -0.23 1.22 -1.94  0.06
20 N -0.04 -1.23 -2.70  -0.02
21 H -0.42 -0.58 5.04  0.01


3) Entry from OMol25: a 2-piece molecular cluster, C5H14N2 overall (ωB97M-V/def2-TZVPD).

Results
E_LUMO = 1.0 eV
Structure (SMILES) = CC(C)=N.CCN
HOMO = -9.090 eV
Kohn-Sham gap = 10.1 eV

Each line ends with the Löwdin charge.
Geometry (Å):
1 H -0.98 -1.74 0.74  0.08
2 H 2.12 -1.28 1.15  0.07
3 H 0.36 0.51 0.64  0.09
4 N 1.50 -0.03 -1.19  -0.01
5 H -2.62 -1.66 0.07  0.09
6 C -1.60 -1.29 -0.04  -0.06
7 H 1.67 1.59 0.12  0.11
8 H -1.19 -1.57 -1.01  0.07
9 H -1.53 2.09 -0.91  0.08
10 N -1.71 0.77 1.30  0.09
11 H -1.82 0.06 2.03  0.05
12 C 1.43 0.52 0.15  -0.36
13 H 2.39 0.23 -1.63  0.07
14 C -1.82 1.05 -1.11  -0.06
15 H 2.26 0.20 2.13  0.07
16 H -2.88 1.03 -1.38  0.09
17 C 2.35 -0.21 1.12  -0.12
18 H 1.49 -1.05 -1.16  0.06
19 C -1.60 0.21 0.12  -0.51
20 H -1.22 0.67 -1.94  0.06
21 H 3.40 -0.11 0.81  0.07


Energies relative to the most stable structure, in hartree: 1) 0.0000; 2) 0.1575; 3) 0.0036.